[1]
A molecular structure, C26H21GeNO5Pb in a non-equilibrium geometry. Source: the Open Molecules 2025 dataset; level of theory: wB97M-V/def2-TZVPD.

2S+1: 2
total charge: +1
E: -100787.841 eV
highest occupied orbital energy (spin up / spin down): -12.0 / -12.0 eV
orbital gap (spin up / spin down): 8.064 / 4.361 eV

Each line ends with the Löwdin charge.
Atoms and positions in Å:
Pb (-1.9376, 0.1334, 1.3535)  1.5796
Ge (0.3538, -0.0185, -1.5410)  1.0610
O (-1.3564, 2.2418, 2.2074)  -0.2056
O (-1.6584, -2.1062, 2.2561)  -0.0763
O (-1.0108, -3.4197, 3.9643)  0.3556
O (0.2223, 0.0329, 0.3656)  -0.5395
O (-1.0410, 3.5292, 4.0385)  0.0977
N (-1.1936, 0.0528, 3.6671)  0.0454
C (-1.5120, 3.7550, -1.5180)  -0.0622
C (4.9608, 0.3676, -2.5285)  -0.0637
C (2.7345, 1.2649, -2.6114)  -0.0929
C (-1.0046, 1.1956, 4.3138)  -0.1382
C (4.0849, 1.3747, -2.9080)  -0.0652
C (3.1472, -0.8525, -1.5307)  -0.1270
C (-0.7193, -1.1703, 5.6524)  0.0301
C (-2.7961, 2.3848, -3.0281)  -0.0686
C (-0.2617, -4.0032, -2.8119)  -0.0653
C (-1.0495, -1.0906, 4.3159)  -0.1655
C (-1.1534, 2.4777, 3.4455)  -0.6119
C (-2.3812, -3.2287, -1.9813)  -0.0698
C (-1.5976, -4.2367, -2.5250)  -0.0681
C (-0.8470, 1.4835, -1.9439)  -0.2896
C (-1.8216, -1.9871, -1.7177)  -0.1417
C (0.3008, -2.7625, -2.5403)  -0.0969
C (-0.4745, -1.7534, -1.9765)  -0.2589
C (-0.6431, 2.6980, -1.2906)  -0.1144
C (2.2634, 0.1575, -1.9115)  -0.2839
C (-1.9195, 1.3282, -2.8175)  -0.1083
C (-0.5420, 0.0277, 6.3403)  0.0119
C (-0.6826, 1.2285, 5.6624)  0.0548
C (-1.2716, -2.3394, 3.4063)  -0.4746
C (1.3480, 0.3052, 1.2067)  -0.1347
C (4.4922, -0.7482, -1.8467)  -0.0681
C (-2.5908, 3.5925, -2.3760)  -0.0656
H (-3.6372, 2.2587, -3.6972)  0.1100
H (-3.2848, 4.4090, -2.5277)  0.1113
H (-0.2882, 0.0189, 7.3917)  0.1281
H (-1.3490, 4.7016, -1.0199)  0.1147
H (2.7843, -1.7158, -0.9832)  0.1078
H (0.3474, -4.7818, -3.2523)  0.1111
H (-3.4295, -3.4060, -1.7773)  0.1103
H (5.1772, -1.5391, -1.5705)  0.1104
H (4.4531, 2.2439, -3.4365)  0.1115
H (1.5567, -0.5600, 1.8421)  0.0907
H (-2.0699, 0.3877, -3.3351)  0.1009
H (-0.6084, -2.1344, 6.1286)  0.1304
H (2.0431, 2.0390, -2.9251)  0.1026
H (1.1351, 1.1740, 1.8337)  0.0816
H (6.0134, 0.4512, -2.7642)  0.1114
H (1.3426, -2.5779, -2.7744)  0.0930
H (0.1781, 2.8141, -0.5923)  0.1097
H (2.2358, 0.5116, 0.6095)  0.0748
H (-0.5484, 2.1866, 6.1438)  0.1367
H (-2.4591, -1.1911, -1.3502)  0.0628
H (-2.0336, -5.2047, -2.7344)  0.1110

---

[2]
A molecular structure, C26H21HgN5S. Source: the Open Molecules 2025 dataset; level of theory: wB97M-V/def2-TZVPD.

2S+1: 2
total charge: -1
E: -49763.865 eV
highest occupied orbital energy (spin up / spin down): -2.2 / -4.3 eV
orbital gap (spin up / spin down): 5.091 / 7.210 eV

Each line ends with the Löwdin charge.
Atoms and positions in Å:
Hg (-0.2066, 0.3918, 0.1911)  0.9327
S (-0.3973, 2.4048, -1.3318)  0.4194
N (1.4560, -0.0124, -1.1969)  -0.1457
N (0.2059, -2.0144, 0.0117)  -0.0123
N (1.6706, 3.0960, -2.8384)  0.0110
N (-0.3429, 0.4595, 2.2690)  -0.0709
N (1.9334, 1.0294, -1.9233)  -0.0252
C (4.9731, -2.4475, -3.2850)  -0.1025
C (1.9242, 2.3544, 1.8936)  -0.0565
C (2.1160, -1.1725, -1.1628)  -0.2401
C (5.9994, -1.5905, -2.9142)  -0.1167
C (5.7493, -0.5911, -1.9823)  -0.0968
C (0.1730, 1.2550, 5.6717)  -0.0532
C (4.0434, 1.9546, 3.6344)  -0.0974
C (1.4720, -2.2433, -0.4782)  -0.2414
C (-0.6648, -0.4366, 7.1627)  -0.1159
C (0.1012, 0.3701, 4.5992)  -0.1917
C (4.2061, 2.7793, 2.5306)  -0.1085
C (3.1404, 2.9758, 1.6622)  -0.0864
C (-0.4098, -2.9823, 0.6830)  -0.1948
C (2.1039, -3.4903, -0.2113)  -0.0461
C (4.4901, -0.4519, -1.4235)  -0.0357
C (0.4532, 0.7744, 3.1854)  -0.3984
C (-0.7436, -1.3249, 6.0970)  -0.0949
C (2.8263, 1.3295, 3.8622)  -0.0466
C (3.7130, -2.3112, -2.7235)  -0.0511
C (1.4376, -4.4696, 0.4711)  -0.1125
C (-0.3740, -0.9197, 4.8245)  -0.0379
C (0.1272, -4.2288, 0.9292)  -0.1190
C (3.4531, -1.3202, -1.7744)  -0.1850
C (1.7495, 1.5168, 2.9940)  -0.1756
C (1.1858, 2.0760, -2.0280)  -0.9191
C (-0.2165, 0.8570, 6.9437)  -0.1025
H (2.9076, -2.9701, -3.0240)  0.1153
H (2.6625, 3.0275, -3.0142)  0.0724
H (4.8710, 1.7955, 4.3156)  0.0940
H (-1.0978, -2.3357, 6.2616)  0.0945
H (6.9848, -1.6970, -3.3518)  0.0891
H (1.0920, 2.5145, 1.2172)  0.0492
H (-0.4544, -1.5918, 3.9794)  0.1028
H (4.2946, 0.3258, -0.6974)  0.1071
H (2.7175, 0.6718, 4.7149)  0.1091
H (0.5267, 2.2662, 5.5059)  0.1137
H (6.5460, 0.0818, -1.6871)  0.0938
H (1.3339, 4.0132, -2.6002)  0.0435
H (-0.1668, 1.5576, 7.7694)  0.0931
H (3.1226, -3.6467, -0.5340)  0.0987
H (-0.9464, -0.7543, 8.1596)  0.0902
H (-0.4290, -4.9752, 1.4794)  0.0778
H (1.9197, -5.4184, 0.6760)  0.0911
H (5.1556, 3.2657, 2.3424)  0.0919
H (-1.4029, -2.7367, 1.0504)  0.0976
H (5.1544, -3.2237, -4.0197)  0.0929
H (3.2627, 3.6137, 0.7949)  0.0995

---

[3]
A molecular structure, C26H21N5NiTe in a non-equilibrium geometry. Source: the Open Molecules 2025 dataset; level of theory: wB97M-V/def2-TZVPD.

2S+1: 3
total charge: +2
E: -83074.331 eV
highest occupied orbital energy (spin up / spin down): -14.0 / -14.1 eV
orbital gap (spin up / spin down): 7.202 / 6.678 eV

Each line ends with the Löwdin charge.
Atoms and positions in Å:
Te (10.8591, 9.5979, 9.8657)  1.5069
Ni (12.8520, 11.0534, 8.8665)  0.5434
N (13.4692, 12.0606, 10.3321)  -0.1005
N (16.4253, 8.4913, 9.4179)  0.1507
N (11.7695, 12.7632, 8.3775)  0.0359
N (14.6610, 10.0952, 9.3700)  0.0533
N (14.6574, 11.7840, 10.9951)  0.1273
C (11.2001, 8.4829, 7.1247)  -0.1814
C (10.9420, 14.5658, 9.7204)  0.0058
C (17.1451, 11.0168, 11.9847)  -0.0018
C (8.8208, 11.8720, 10.1504)  -0.1460
C (10.6218, 8.1676, 8.3323)  -0.5356
C (10.0238, 14.8057, 8.7219)  -0.0157
C (11.0375, 7.5510, 6.0463)  -0.0626
C (10.9521, 13.1514, 7.4251)  -0.1413
C (18.4139, 8.7301, 10.8832)  0.0299
C (10.1745, 6.4983, 6.1594)  -0.0604
C (12.8728, 13.1769, 10.4986)  -0.0161
C (10.0981, 14.1887, 7.4732)  -0.0102
C (11.8455, 13.5488, 9.5321)  -0.2222
C (8.6738, 10.7770, 8.0030)  -0.1258
C (16.5224, 10.3685, 10.9007)  -0.0759
C (9.6045, 6.1584, 7.3892)  -0.0538
C (18.3389, 10.5908, 12.4477)  -0.0494
C (9.2469, 10.8923, 9.2823)  -0.4954
C (7.7203, 12.7308, 9.8169)  -0.0469
C (7.1066, 12.5480, 8.5728)  -0.0596
C (7.5946, 11.5949, 7.6580)  -0.0585
C (15.2555, 10.7769, 10.4090)  -0.2800
C (9.8103, 6.9917, 8.4708)  -0.0987
C (18.9631, 9.4399, 11.9457)  -0.0158
C (17.1450, 9.1702, 10.4098)  -0.1275
C (15.2304, 9.0176, 8.9542)  -0.0787
H (9.2840, 12.0447, 11.0967)  0.0936
H (14.7552, 8.4602, 8.1207)  0.1578
H (9.4329, 6.6100, 9.4427)  0.1227
H (9.2047, 15.4921, 8.9521)  0.1376
H (9.4042, 14.4534, 6.6827)  0.1372
H (11.9444, 9.2351, 6.9183)  0.0678
H (16.7059, 11.8596, 12.4952)  0.1242
H (7.4072, 13.5082, 10.4932)  0.1122
H (13.0747, 14.0029, 11.2094)  0.1642
H (10.9212, 12.5413, 6.4884)  0.1494
H (7.1406, 11.5441, 6.6591)  0.1234
H (18.8080, 11.0042, 13.3351)  0.1269
H (9.1837, 5.1846, 7.5504)  0.1178
H (16.7909, 7.7317, 8.8824)  0.1609
H (18.8093, 7.8179, 10.5124)  0.1118
H (19.8497, 9.1232, 12.4670)  0.1220
H (6.3239, 13.2000, 8.2895)  0.1014
H (11.6355, 7.6816, 5.1672)  0.1073
H (10.8836, 15.2103, 10.5619)  0.1285
H (9.0277, 10.0870, 7.2144)  0.1066
H (10.0713, 5.7994, 5.3045)  0.1333

---

[4]
A molecular structure, C26H21N7O8S2SnTe. Source: the Open Molecules 2025 dataset; level of theory: wB97M-V/def2-TZVPD.

energy relative to the best compared isomer or geometry (same formula, charge and spin): 1.800 eV
total charge: -2
E: -88909.407 eV
highest occupied orbital energy: -1.8 eV
orbital gap: 5.045 eV

Each line ends with the Löwdin charge.
Atoms and positions in Å:
Te (1.1700, -0.0251, -2.9105)  0.7436
Sn (-0.6119, 0.2222, -0.5670)  1.1786
S (-0.7052, -2.6999, 1.1582)  0.4982
S (3.7772, 1.6638, -4.1865)  0.8551
O (-2.0042, 2.1518, -1.4406)  -0.1718
O (0.5017, -1.8661, 1.1224)  -0.4158
O (-6.5811, 6.7345, 0.9035)  0.0479
O (-2.7369, -3.0051, -2.5440)  0.0172
O (-5.0120, 8.1960, 1.0447)  0.0449
O (-1.2863, -1.4244, -1.9136)  -0.3625
O (-0.8737, -3.4592, 2.4017)  -0.3723
O (-0.3731, 3.3011, -0.4138)  -0.0503
N (3.9379, 2.6047, 2.3522)  0.0592
N (-0.0596, -0.9749, 4.0001)  0.0127
N (-1.9253, -1.8319, 0.7668)  -0.2922
N (1.1713, -0.4783, 3.7423)  0.1212
N (1.9209, 1.3009, 0.9235)  0.1309
N (-5.4108, 7.0647, 0.8257)  -0.3604
N (-0.4258, 0.7025, 2.6604)  0.1189
C (-3.9219, 3.8089, -0.2082)  0.0019
C (-4.4242, 6.0441, 0.4435)  -0.1660
C (-2.5746, 4.1460, -0.3091)  -0.1009
C (-1.5482, 3.1102, -0.7552)  -0.7136
C (2.8856, 1.9710, 0.3095)  -0.0880
C (-0.4288, -3.9585, -0.0797)  -0.2717
C (-4.8565, 4.7543, 0.1752)  -0.0021
C (-1.1711, -5.1299, -0.0513)  -0.0627
C (-0.9532, -6.1046, -1.0141)  -0.0498
C (2.0002, 3.0170, -2.9888)  -0.2755
C (-2.1666, 5.4407, -0.0111)  -0.0031
C (0.5394, -3.7666, -1.0545)  -0.0483
C (3.9891, 3.3676, -4.1345)  -0.4768
C (-3.0892, 6.4040, 0.3576)  -0.0050
C (1.9590, 1.2849, 2.2487)  -0.2053
C (0.8974, 0.5159, 2.9279)  -0.3658
C (-2.8432, -2.2518, -0.2814)  -0.2314
C (2.9637, 3.9574, -3.4588)  -0.2242
C (2.9643, 1.9306, 2.9583)  -0.0918
C (3.8876, 2.6185, 1.0201)  -0.1247
C (-0.9863, -0.2817, 3.3177)  -0.2076
C (2.2990, 1.7164, -3.3083)  -1.0682
C (0.0042, -5.9239, -2.0062)  -0.2799
C (0.7496, -4.7489, -2.0087)  -0.0273
C (0.2420, -6.9791, -3.0578)  -0.0652
C (-2.2553, -2.2509, -1.7081)  -0.6750
H (0.2816, -6.5323, -4.0526)  0.0751
H (1.4924, -4.5869, -2.7828)  0.1143
H (1.1917, -7.4942, -2.8895)  0.0718
H (-5.9077, 4.5187, 0.2574)  0.1112
H (1.1090, 3.2784, -2.4299)  0.0825
H (-3.3034, -3.2313, -0.1183)  0.0990
H (2.8869, 5.0266, -3.3076)  0.0872
H (2.9726, 1.8980, 4.0415)  0.1045
H (4.8409, 3.8360, -4.6035)  0.0396
H (-2.7972, 7.4198, 0.5798)  0.1100
H (-3.6585, -1.5210, -0.2934)  0.1081
H (1.1045, -2.8429, -1.0677)  0.0852
H (2.8634, 1.9803, -0.7720)  0.0781
H (-4.2133, 2.7948, -0.4461)  0.1190
H (-1.9074, -5.2722, 0.7291)  0.1092
H (4.6716, 3.1567, 0.4997)  0.0971
H (-2.0348, -0.5311, 3.3247)  0.1190
H (-1.1113, 5.6722, -0.0689)  0.1170
H (-0.5521, -7.7267, -3.0497)  0.0644
H (-0.1450, -1.9235, 4.3258)  0.1323
H (-1.5488, -7.0117, -1.0032)  0.1005